--- w ---
The following is a quantum chemistry calculation of a single C20H24N2O5S molecule, from the Open Molecules 2025 dataset.

## Properties
SMILES	CCOc1ccc(S(=O)(=O)Nc2ccccc2C(=O)NC[C@@H]2CCCO2)cc1
orbital gap	9.35	eV
HOMO	-8.8	eV
lowest unoccupied orbital energy	0.5	eV

Last column: natural (NBO) charge in e.
Element x y z (Å)
C  -4.2842  1.2979  -2.6174  -0.639
C  -3.6226  1.3237  -1.2437  -0.064
H  -3.4638  0.3076  -0.8634  0.170
H  -4.2595  1.8593  -0.5343  0.198
O  -2.4092  2.0551  -1.2386  -0.497
C  -1.2858  1.5222  -1.7775  0.324
C  -0.1826  2.3842  -1.8222  -0.255
C  1.0333  1.9390  -2.2904  -0.159
C  1.1516  0.6345  -2.7356  -0.382
C  0.0748  -0.2262  -2.7087  -0.183
C  -1.1510  0.2130  -2.2370  -0.274
H  -1.9799  -0.4763  -2.2217  0.215
H  0.2039  -1.2359  -3.0659  0.244
S  2.7674  -0.0189  -3.1187  2.320
O  3.6682  1.0358  -3.4610  -0.925
O  2.6455  -1.1433  -3.9965  -0.938
N  3.2174  -0.5805  -1.5935  -0.874
C  2.4331  -1.6067  -1.0751  0.251
C  2.5361  -2.8741  -1.6448  -0.231
C  1.7950  -3.9266  -1.1481  -0.184
C  0.9503  -3.7347  -0.0637  -0.225
C  0.8187  -2.4765  0.4892  -0.182
C  1.5293  -1.3901  -0.0188  -0.200
C  1.3404  -0.0130  0.5097  0.676
O  2.2226  0.8385  0.4862  -0.665
N  0.0999  0.2626  0.9603  -0.604
H  -0.5978  -0.4625  1.0069  0.410
C  -0.2592  1.5115  1.5825  -0.249
C  -0.5177  1.3154  3.0854  0.095
C  0.7472  0.9649  3.8780  -0.434
H  1.2237  1.8497  4.2917  0.225
C  0.2154  0.0127  4.9453  -0.429
H  0.9706  -0.6684  5.3292  0.220
C  -0.8838  -0.7120  4.1732  -0.060
H  -1.6907  -1.0856  4.8073  0.190
O  -1.4353  0.2389  3.2786  -0.547
H  -0.4611  -1.5562  3.6077  0.153
H  -0.2160  0.5743  5.7746  0.205
H  1.4608  0.4532  3.2308  0.213
H  -0.9846  2.2296  3.4791  0.178
H  0.5679  2.2077  1.4338  0.241
H  -1.1614  1.9030  1.1055  0.212
H  0.1682  -2.3451  1.3430  0.206
H  0.3945  -4.5642  0.3466  0.217
H  1.8873  -4.9057  -1.5930  0.219
H  3.2039  -3.0014  -2.4803  0.245
H  3.2776  0.2086  -0.9490  0.445
H  1.8995  2.5801  -2.3190  0.247
H  -0.3103  3.3936  -1.4658  0.230
H  -4.4631  2.3144  -2.9581  0.218
H  -5.2339  0.7740  -2.5561  0.218
H  -3.6510  0.7987  -3.3466  0.214


--- x ---
The following is a quantum chemistry calculation of a single C20H24N2O5S molecule, from the Open Molecules 2025 dataset.

## Properties
SMILES	CCOc1ccc(NS(=O)(=O)c2ccc(OCC(=O)N3CCCC3)cc2)cc1
orbital gap	8.66	eV
HOMO	-8.1	eV
lowest unoccupied orbital energy	0.5	eV

Last column: natural (NBO) charge in e.
Element x y z (Å)
C  -2.8737  -3.4956  -1.2665  -0.640
C  -4.2746  -3.3537  -0.6769  -0.062
O  -4.2784  -2.6565  0.5522  -0.496
C  -4.0617  -1.3103  0.5627  0.281
C  -4.0293  -0.4839  -0.5563  -0.244
C  -3.7959  0.8720  -0.4163  -0.247
C  -3.5768  1.4285  0.8367  0.107
C  -3.6337  0.6088  1.9600  -0.230
C  -3.8813  -0.7403  1.8235  -0.228
H  -3.9287  -1.3836  2.6877  0.225
H  -3.4835  1.0327  2.9424  0.212
N  -3.2724  2.7904  0.9358  -0.838
S  -2.0848  3.3972  -0.0946  2.315
O  -2.6365  3.5948  -1.3993  -0.931
O  -1.5302  4.5240  0.5947  -0.937
C  -0.9121  2.0489  -0.1545  -0.371
C  -0.2226  1.7154  0.9928  -0.162
C  0.6189  0.6165  1.0039  -0.269
C  0.7576  -0.1522  -0.1507  0.317
C  0.0583  0.2028  -1.3093  -0.258
C  -0.7760  1.2996  -1.3087  -0.164
H  -1.3218  1.5956  -2.1897  0.245
H  0.1873  -0.4045  -2.1914  0.228
O  1.5463  -1.2504  -0.2630  -0.489
C  2.3056  -1.6650  0.8531  -0.162
H  2.8166  -2.5759  0.5254  0.216
C  3.3520  -0.6568  1.3489  0.648
O  3.4984  -0.4534  2.5418  -0.630
N  4.0866  -0.0373  0.4188  -0.426
C  4.0721  -0.2285  -1.0184  -0.208
C  5.4115  0.3514  -1.4675  -0.406
H  5.3934  0.6718  -2.5066  0.220
C  5.6131  1.5075  -0.4900  -0.412
H  6.6502  1.8265  -0.4212  0.222
C  5.1006  0.9281  0.8236  -0.213
H  4.6590  1.6734  1.4880  0.220
H  5.8906  0.4100  1.3773  0.200
H  5.0032  2.3601  -0.7901  0.207
H  6.2025  -0.3885  -1.3408  0.203
H  3.9567  -1.2825  -1.2756  0.209
H  3.2435  0.3317  -1.4677  0.196
H  1.6592  -1.9149  1.7030  0.211
H  1.1553  0.3727  1.9060  0.239
H  -0.3359  2.3274  1.8737  0.232
H  -3.1419  3.1284  1.8773  0.411
H  -3.7779  1.5162  -1.2799  0.241
H  -4.1907  -0.8769  -1.5472  0.212
H  -4.6746  -4.3403  -0.4270  0.194
H  -4.9547  -2.8804  -1.3958  0.168
H  -2.9194  -4.0723  -2.1862  0.215
H  -2.4423  -2.5201  -1.4792  0.213
H  -2.2270  -4.0085  -0.5590  0.215


Of them, the most stable is w and the least stable is x.


--- w ---
The following is a quantum chemistry calculation of a gas-phase ion, CH3O3S (charge -1), from the Open Molecules 2025 dataset.

## Properties
SMILES	O=[S@@H]([O-])=CO
orbital gap	7.66	eV
total charge	-1
HOMO	-3.6	eV
lowest unoccupied orbital energy	4.1	eV

Last column: natural (NBO) charge in e.
Element x y z (Å)
C  -0.1717  0.7432  -0.7033  -0.580
O  -0.1151  -1.8387  -1.0133  -1.022
O  1.6835  -0.7816  0.3637  -1.001
O  -0.4059  1.6071  0.5169  -0.774
S  0.3170  -0.7820  -0.1137  1.959
H  -1.2416  0.5535  -0.9066  0.149
H  0.4129  1.9434  0.6702  0.449
H  -0.4791  -1.4448  1.1861  -0.181


--- x ---
The following is a quantum chemistry calculation of a molecular structure, CH3O3S, from the Open Molecules 2025 dataset.

## Properties
orbital gap	7.21	eV
total charge	-1
HOMO	-3.2	eV
lowest unoccupied orbital energy	4.0	eV

Last column: natural (NBO) charge in e.
Element x y z (Å)
C  1.3355  0.0008  0.0021  0.650
O  -1.6012  -0.8972  -0.2674  -0.985
O  0.5380  0.9614  -0.0580  -0.762
O  1.0348  -1.1754  0.2215  -0.733
S  -2.1665  0.5611  0.1890  0.159
H  2.4413  0.2223  -0.0105  0.035
H  -0.4147  -1.0566  -0.0065  0.506
H  -1.1673  1.3835  -0.0702  0.131


Of them, the most stable is x and the least stable is w.